[1]
# C22H15Br2IrN5OS

A molecular structure, C22H15Br2IrN5OS (the ωB97M-V functional and the def2-TZVPD basis, the Open Molecules 2025 dataset).

## Properties
HOMO-LUMO gap (alpha / beta) = 0.155 / 0.155 Ha
E_HOMO (alpha / beta) = -10.24 / -10.24 eV
E_LUMO (alpha / beta) = -6.012 / -6.016 eV
Net charge = +1

Geometry as XYZ:
```
47
Properties=species:S:1:pos:R:3:forces:R:3:lowdin_charge:R:1
Ir -0.148804 0.619238 -1.028632 -0.68 -1.14 -1.57 1.0452
Br 1.090747 5.151248 -2.804876 0.18 -0.13 -0.04 0.8286
Br 5.243825 2.055060 -5.089197 -0.13 0.02 0.12 0.8126
S -2.222520 0.998955 -0.127915 1.08 -0.25 0.83 0.5763
O 0.215010 2.395107 -1.840571 0.19 -0.30 0.26 -0.2377
N -1.096633 -1.275765 0.854055 -0.24 -1.08 1.56 0.0391
N -3.366360 0.712650 2.522571 1.58 -1.60 -1.95 0.0656
N -2.503982 -0.232506 2.282951 -1.80 0.90 2.84 0.1255
N -0.251758 -1.129595 -0.152281 -0.70 0.51 0.27 -0.2059
N 1.233918 0.005581 -2.297182 -0.53 1.46 1.85 -0.0700
C 2.820294 -1.453758 -3.454947 0.18 0.22 -0.02 -0.0239
C 1.982000 -4.572561 -0.931462 0.49 -0.02 -0.24 -0.0408
C -0.010346 -3.498532 -0.077708 -0.35 -0.21 0.17 0.0113
C 1.895177 1.058037 -2.801939 0.15 1.01 -0.78 -0.1764
C 1.617589 -1.353227 -2.565911 -0.08 -0.05 -0.60 -0.2423
C 3.066132 0.943604 -3.582011 0.28 1.20 -0.47 -0.1922
C 0.697372 -4.642594 -0.328090 -0.19 0.78 -0.09 0.0223
C 3.088919 3.371264 -3.822601 -0.81 0.42 0.53 -0.1474
C -1.937881 -0.302252 1.113091 0.36 1.17 -4.08 -0.7240
C 1.295383 2.346024 -2.532844 0.73 -0.39 -0.68 -0.4050
C -4.008642 2.284987 6.285006 -0.05 0.01 -0.15 -0.0466
C 1.917421 3.482086 -3.087426 0.35 0.15 -0.31 -0.5942
C -3.624613 1.174338 3.783369 -0.37 0.33 1.82 -0.2225
C 0.464700 -2.231410 -0.456523 0.61 -0.18 0.24 -0.1516
C -2.984593 0.613685 4.898506 -0.09 0.03 -0.38 0.0024
C 1.781875 -2.094421 -1.178005 -0.38 -0.40 0.47 -0.1531
C -4.656866 2.828329 5.181332 0.04 -0.04 0.22 -0.0563
C -4.473456 2.279490 3.931871 0.25 -0.40 -0.32 0.0011
C 3.506870 -0.388822 -3.887097 -0.11 -0.62 0.13 -0.0251
C 2.499122 -3.394198 -1.325330 -0.30 0.02 0.14 0.0022
C -3.177035 1.179506 6.139351 -0.11 0.07 -0.01 -0.0534
C 3.655145 2.123825 -4.056437 -0.09 -1.29 0.15 -0.6004
H 4.375960 -0.509209 -4.516347 -0.01 -0.08 -0.09 0.0868
H 0.770241 -1.865137 -3.055855 0.17 0.21 0.11 0.1752
H 3.483594 -3.347307 -1.763528 0.07 -0.03 -0.08 0.1238
H -0.980706 -3.529950 0.395935 0.04 -0.14 -0.02 0.1169
H -4.959750 2.701587 3.064876 -0.07 0.08 -0.10 0.1211
H -2.671549 0.769347 6.999530 0.03 -0.06 0.06 0.1148
H 3.087582 -2.440492 -3.792124 0.10 -0.17 -0.02 0.1136
H -3.723949 1.258431 1.727304 0.24 -0.02 0.09 0.1055
H -2.336840 -0.236378 4.754377 0.07 -0.04 0.07 0.1125
H 0.275218 -5.603975 -0.079973 -0.04 -0.08 0.11 0.1276
H 3.557710 4.261525 -4.214830 0.00 0.01 -0.02 0.1031
H -5.298259 3.687416 5.297341 -0.06 0.07 0.01 0.1155
H 2.425634 -1.439418 -0.570633 -0.14 0.04 -0.08 0.1867
H -4.150422 2.726768 7.257817 -0.01 0.05 0.12 0.1136
H 2.537527 -5.486579 -1.067006 0.13 -0.06 -0.04 0.1196
```
Forces are in eV/Å.

[2]
# C4H8N4

2 unconnected molecules or ions with the total composition C4H8N4 (the ωB97M-V functional and the def2-TZVPD basis, the Open Molecules 2025 dataset).

## Properties
HOMO-LUMO gap = 0.334 Ha
E_HOMO = -9.02 eV
E_LUMO = 0.069 eV
Energy relative to the best compared isomer or geometry (same formula, charge and spin) = 543.0 kJ/mol

Geometry as XYZ:
```
16
Properties=species:S:1:pos:R:3:forces:R:3:lowdin_charge:R:1
N 3.321315 1.033209 -1.240779 -3.00 -5.78 5.18 0.0577
N -1.215648 0.238720 0.044388 1.20 -0.46 1.47 0.0403
N 0.961544 0.393636 -0.951109 1.48 -0.43 1.33 0.0867
N -3.417565 -0.073147 0.370563 -0.01 -1.85 6.73 0.0576
C 0.192452 -0.093936 -0.051359 -3.09 0.98 -1.10 -0.4311
C 0.358754 -1.150675 0.892788 -0.11 -5.07 4.03 -0.0950
C -2.268064 -0.195333 0.950714 1.29 0.48 0.06 -0.3459
C 2.364713 0.217091 -0.571470 2.44 4.60 -3.34 -0.1839
H -1.720936 0.881376 -0.527531 0.71 0.54 -1.05 0.1132
H -2.099162 -0.485801 2.381965 -0.04 0.87 -4.72 0.2187
H -0.140627 -0.873249 1.934079 1.73 -0.50 -1.96 0.0938
H 1.297950 -1.859494 1.027691 -1.46 2.37 -0.29 0.1228
H 2.863610 1.209523 -2.081969 -1.27 1.25 -1.86 -0.0335
H -3.817267 -0.331028 1.429487 -1.08 0.91 -3.75 0.0974
H -0.370614 -1.992724 0.589565 0.81 1.33 0.11 0.1168
H 2.552396 -0.358420 0.361236 0.41 0.75 -0.83 0.0845
```
Forces are in eV/Å.

Copy entry 2 word for word.
# C4H8N4

2 unconnected molecules or ions with the total composition C4H8N4 (the ωB97M-V functional and the def2-TZVPD basis, the Open Molecules 2025 dataset).

## Properties
HOMO-LUMO gap = 0.334 Ha
E_HOMO = -9.02 eV
E_LUMO = 0.069 eV
Energy relative to the best compared isomer or geometry (same formula, charge and spin) = 543.0 kJ/mol

Geometry as XYZ:
```
16
Properties=species:S:1:pos:R:3:forces:R:3:lowdin_charge:R:1
N 3.321315 1.033209 -1.240779 -3.00 -5.78 5.18 0.0577
N -1.215648 0.238720 0.044388 1.20 -0.46 1.47 0.0403
N 0.961544 0.393636 -0.951109 1.48 -0.43 1.33 0.0867
N -3.417565 -0.073147 0.370563 -0.01 -1.85 6.73 0.0576
C 0.192452 -0.093936 -0.051359 -3.09 0.98 -1.10 -0.4311
C 0.358754 -1.150675 0.892788 -0.11 -5.07 4.03 -0.0950
C -2.268064 -0.195333 0.950714 1.29 0.48 0.06 -0.3459
C 2.364713 0.217091 -0.571470 2.44 4.60 -3.34 -0.1839
H -1.720936 0.881376 -0.527531 0.71 0.54 -1.05 0.1132
H -2.099162 -0.485801 2.381965 -0.04 0.87 -4.72 0.2187
H -0.140627 -0.873249 1.934079 1.73 -0.50 -1.96 0.0938
H 1.297950 -1.859494 1.027691 -1.46 2.37 -0.29 0.1228
H 2.863610 1.209523 -2.081969 -1.27 1.25 -1.86 -0.0335
H -3.817267 -0.331028 1.429487 -1.08 0.91 -3.75 0.0974
H -0.370614 -1.992724 0.589565 0.81 1.33 0.11 0.1168
H 2.552396 -0.358420 0.361236 0.41 0.75 -0.83 0.0845
```
Forces are in eV/Å.

Q: Number 1 is which compound?
A: C22H15Br2IrN5OS